1.
Computed, not measured: 3 unconnected molecules or ions with the total composition C6H14O2 at a distorted geometry, with ωB97M-V with the def2-TZVPD basis set.

Bonds (Å) are listed after each position.
CARTESIAN COORDINATES (ANGSTROEM)
1 H -3.0980 -1.9018 -0.0989  C9 1.077
2 H -1.4438 -1.6807 0.8521  C9 1.072
3 H -1.0339 1.8106 -1.8708  C6 1.080
4 C 1.3247 1.0813 1.3676  H8 1.088, C15 1.542, H17 1.094, H18 1.080
5 H 1.3621 -2.3650 -0.5964  O7 0.964
6 C -0.4814 1.6256 -0.9616  H3 1.080, H14 1.080, C16 1.331
7 O 0.5474 -2.3615 -0.0818  H5 0.964, H13 0.960
8 H 1.6527 1.3688 2.3641  C4 1.088
9 C -2.2391 -1.3370 0.2213  H1 1.077, H2 1.072, C10 1.335
10 C -2.0586 -0.0771 -0.1818  C9 1.335, C16 1.484, H21 1.087
11 H -0.1319 -0.4351 1.6319  C15 1.082
12 H 2.4231 -0.6704 -2.6494  O22 0.959
13 H -0.0011 -1.6809 -0.4796  O7 0.960
14 H 0.4689 2.1260 -0.8447  C6 1.080
15 C -0.1413 0.6045 1.3329  C4 1.542, H11 1.082, C16 1.539, H20 1.086
16 C -0.8119 0.7165 -0.0475  C6 1.331, C10 1.484, C15 1.539
17 H 1.9601 0.2092 1.1876  C4 1.094
18 H 1.4693 1.9801 0.7859  C4 1.080
19 H 1.9009 0.0221 -1.3355  O22 0.962
20 H -0.7336 1.3111 1.9062  C15 1.086
21 H -2.8724 0.4543 -0.6688  C10 1.087
22 O 1.9378 -0.8006 -1.8328  H12 0.959, H19 0.962

Computed properties:
HOMO	-9.069	eV
Kohn-Sham gap	9.72	eV
spin multiplicity	1
total charge	0



2.
Computed, not measured: 2 unconnected molecules or ions with the total composition C6H14O2 at a distorted geometry, with ωB97M-V with the def2-TZVPD basis set.

Bonds (Å) are listed after each position.
CARTESIAN COORDINATES (ANGSTROEM)
1 H 1.2224 1.0176 -1.8271  C8 1.092
2 H -0.1595 -1.8440 3.2061  C4 1.072
3 H 0.3795 -0.1625 1.5201  C20 1.087
4 C -0.6608 -1.7793 2.2610  H2 1.072, H9 1.077, C20 1.329
5 H -1.3646 2.2805 -1.7145  O17 0.957
6 C 0.1303 2.1863 -0.3790  C8 1.521, H15 1.099, O17 1.433, H22 1.086
7 H -2.0914 -0.1796 0.2791  C19 1.096
8 C 0.6627 0.8617 -0.9025  H1 1.092, C6 1.521, C12 1.501, H21 1.093
9 H -1.3176 -2.6046 2.0424  C4 1.077
10 H 1.2730 -2.0853 0.6985  O13 0.953
11 H 2.4362 -3.0261 0.3795  O13 0.962
12 C -0.4030 -0.1558 -1.1905  C8 1.501, H14 1.091, H18 1.094, C19 1.554
13 O 2.1422 -2.1129 0.3093  H10 0.953, H11 0.962
14 H 0.0088 -1.0429 -1.6750  C12 1.091
15 H -0.5172 2.0092 0.4909  C6 1.099
16 H -1.5130 -1.7179 -0.2794  C19 1.094
17 O -0.7162 2.8619 -1.3174  H5 0.957, C6 1.433
18 H -1.1874 0.1786 -1.8753  C12 1.094
19 C -1.1736 -0.7257 0.0325  H7 1.096, C12 1.554, H16 1.094, C20 1.501
20 C -0.4545 -0.8376 1.3456  H3 1.087, C4 1.329, C19 1.501
21 H 1.3495 0.5291 -0.1202  C8 1.093
22 H 0.9193 2.8848 -0.1146  C6 1.086

Computed properties:
HOMO	-9.948	eV
Kohn-Sham gap	10.77	eV
spin multiplicity	1
total charge	0



3.
Computed, not measured: 3 unconnected molecules or ions with the total composition C6H14O2 at a distorted geometry, with ωB97M-V with the def2-TZVPD basis set.

Bonds (Å) are listed after each position.
CARTESIAN COORDINATES (ANGSTROEM)
1 O -2.7995 2.5255 0.8177  H7 0.963, H13 0.954
2 H -0.0223 2.2799 -3.0177  O18 0.969
3 C 0.2884 -1.7469 0.6642  H14 1.081, C15 1.318, C19 1.524
4 C 0.7105 -0.4952 -1.5100  C17 1.322, C19 1.508, H21 1.067
5 H 2.1642 -1.3838 -0.2732  C19 1.081
6 C -0.4118 -1.1743 2.9407  H8 1.085, H11 1.097, C15 1.511, H22 1.089
7 H -2.0648 2.4590 1.4364  O1 0.963
8 H -0.3607 -2.2389 3.1410  C6 1.085
9 H -0.2936 3.3935 -1.9708  O18 0.960
10 H 2.5910 0.3835 -2.1309  C17 1.085
11 H -1.4937 -1.0137 2.8599  C6 1.097
12 H 1.1073 0.8328 -3.0574  C17 1.083
13 H -3.2304 1.6889 0.6581  O1 0.954
14 H -0.1795 -2.7181 0.7427  C3 1.081
15 C 0.3195 -0.8756 1.6528  C3 1.318, C6 1.511, H20 1.085
16 H 1.1880 -2.5089 -1.1700  C19 1.082
17 C 1.5170 0.2650 -2.2306  C4 1.322, H10 1.085, H12 1.083
18 O -0.6342 2.9903 -2.7728  H2 0.969, H9 0.960
19 C 1.1512 -1.6004 -0.5831  C3 1.524, C4 1.508, H5 1.081, H16 1.082
20 H 0.9150 0.0263 1.7430  C15 1.085
21 H -0.3297 -0.5114 -1.7472  C4 1.067
22 H -0.1320 -0.5774 3.8070  C6 1.089

Computed properties:
HOMO	-9.405	eV
Kohn-Sham gap	10.14	eV
spin multiplicity	1
total charge	0



4.
Computed, not measured: 2 unconnected molecules or ions with the total composition C6H14O2 at a distorted geometry, with ωB97M-V with the def2-TZVPD basis set.

Bonds (Å) are listed after each position.
CARTESIAN COORDINATES (ANGSTROEM)
1 C 1.9144 -1.8080 -0.2630  H8 1.090, H9 1.094, O17 1.422, H21 1.093
2 H 0.9657 2.6292 0.2878  C15 1.087
3 O 1.1301 0.2294 1.4747  C11 1.195
4 H -2.9068 1.2141 0.3082  C20 1.091
5 H -1.0594 -1.0960 1.4582  C22 1.090
6 H -2.7085 -1.2246 0.8308  C22 1.091
7 H -1.3452 1.4990 1.0397  C20 1.090
8 H 2.9030 -2.0484 -0.6545  C1 1.090
9 H 1.9396 -1.8272 0.8300  C1 1.094
10 H -0.2073 -0.2945 -0.8025  C18 1.212
11 C 1.1896 0.5152 0.3162  O3 1.195, C15 1.500, O17 1.523
12 H 1.1854 1.8874 -1.3281  C15 1.086
13 H -1.4226 -2.1922 0.1181  C22 1.090
14 H 2.5532 2.0284 -0.2218  C15 1.089
15 C 1.4787 1.8591 -0.2831  H2 1.087, C11 1.500, H12 1.086, H14 1.089
16 H -1.8291 -0.2888 -1.3826  C18 1.097
17 O 1.5260 -0.5272 -0.7421  C1 1.422, C11 1.523
18 C -1.3399 -0.0916 -0.4212  H10 1.212, H16 1.097, C20 1.523, C22 1.523
19 H -1.6596 2.0523 -0.6177  C20 1.089
20 C -1.8368 1.2513 0.0989  H4 1.091, H7 1.090, C18 1.523, H19 1.089
21 H 1.1833 -2.5473 -0.5988  C1 1.093
22 C -1.6539 -1.2197 0.5529  H5 1.090, H6 1.091, H13 1.090, C18 1.523

Computed properties:
HOMO	-9.793	eV
Kohn-Sham gap	10.72	eV
spin multiplicity	1
total charge	0